This record from the OMol25 dataset describes a cluster of 2 separate species, C13H33N2O2Si2 in total at a distorted geometry. The level of theory is ωB97M-V with the def2-TZVPD basis set.

Properties
Total charge = -1
Frontier orbital gap = 5.7658 eV
Lowest unoccupied orbital energy = 2.4 eV
E = -36849.0670 eV
Maximum force = 4.86 eV/A

```
52
Properties=species:S:1:pos:R:3:nbo_charge:R:1
C -2.21 -0.13 -4.05 -0.630
C -1.72 0.88 -2.89 -0.415
C -0.18 0.70 -2.48 -0.421
C 0.51 2.12 -2.16 -0.414
C 1.17 2.82 -3.47 -0.439
C 0.14 3.70 -4.31 -0.088
O -0.64 4.63 -3.48 -0.556
C 0.18 5.72 -3.06 0.896
N 0.28 6.00 -1.63 -0.884
O 0.77 6.45 -3.90 -0.584
H -2.65 0.46 -4.92 0.202
H -3.07 -0.74 -3.61 0.212
H -1.41 -0.89 -4.37 0.211
H -1.89 1.97 -3.24 0.191
H -2.41 0.73 -1.99 0.219
H -0.14 0.09 -1.51 0.246
H 0.41 0.07 -3.26 0.195
H 1.40 1.89 -1.46 0.219
H -0.28 2.80 -1.69 0.217
H 1.60 2.02 -4.18 0.217
H 2.08 3.47 -3.17 0.201
H -0.58 2.97 -4.84 0.199
H 0.67 4.26 -5.17 0.205
H -0.52 5.63 -1.10 0.391
H 1.18 5.72 -1.23 0.406
C -0.68 0.76 2.31 -1.115
Si 0.00 -0.85 3.03 1.817
C -0.93 -1.16 4.63 -1.137
C 1.81 -0.53 3.43 -1.137
N -0.22 -2.11 1.87 -1.723
Si 0.30 -3.73 2.21 1.817
C -0.58 -4.49 3.68 -1.137
C 2.16 -3.86 2.48 -1.137
C -0.10 -4.83 0.72 -1.115
H -0.56 1.58 3.03 0.199
H -0.16 1.04 1.39 0.216
H -1.75 0.67 2.09 0.222
H -0.93 -0.25 5.25 0.203
H -0.47 -1.95 5.23 0.218
H -1.97 -1.43 4.43 0.228
H 2.40 -0.43 2.52 0.226
H 2.24 -1.33 4.04 0.218
H 1.91 0.40 4.00 0.203
H -0.25 -4.05 4.63 0.217
H -0.37 -5.56 3.73 0.204
H -1.66 -4.36 3.60 0.227
H 2.71 -3.36 1.68 0.226
H 2.47 -4.91 2.49 0.204
H 2.46 -3.43 3.44 0.217
H 0.41 -4.47 -0.18 0.221
H -1.18 -4.84 0.53 0.222
H 0.23 -5.85 0.91 0.199
```